#A
A single C3H3NO2 molecule. Source: OMol25; level of theory: the ωB97M-V functional and the def2-TZVPD basis.

- orbital gap (eV) = 9.9
- lowest unoccupied orbital energy (eV) = -0.618
- HOMO level (eV) = -10.54

Last column: Löwdin charge in e.
Cartesian coordinates (Å):
O 2.154 1.215 0.213  0.09
C -0.792 -0.927 0.166  0.10
C -1.095 0.542 -0.236  -0.05
H -1.660 1.018 0.475  0.06
N 1.691 0.104 0.022  -0.34
C 0.200 -0.103 0.052  -0.12
O 2.329 -0.915 -0.225  0.08
H -1.470 0.768 -1.168  0.06
H -1.357 -1.702 0.700  0.12


#B
A single C3H3NO2 molecule. Source: OMol25; level of theory: the ωB97M-V functional and the def2-TZVPD basis.

- orbital gap (eV) = 10.0
- lowest unoccupied orbital energy (eV) = 0.344
- HOMO level (eV) = -9.69

Last column: Löwdin charge in e.
Cartesian coordinates (Å):
O -1.755 0.749 0.775  0.05
O -0.342 0.463 -1.182  0.00
C 0.332 -0.299 0.661  -0.04
H 2.082 -1.293 -0.199  0.15
C 1.048 -0.803 -0.464  -0.20
H -2.074 1.604 0.085  0.24
N 0.767 -0.270 -1.562  0.10
C -0.571 0.468 0.129  -0.45
H 0.514 -0.618 1.757  0.15


#C
3 unconnected molecules or ions with the total composition C3H3NO2. Source: OMol25; level of theory: the ωB97M-V functional and the def2-TZVPD basis.

- orbital gap (eV) = 11.1
- lowest unoccupied orbital energy (eV) = -0.081
- HOMO level (eV) = -11.15

Last column: Löwdin charge in e.
Cartesian coordinates (Å):
C 0.306 -1.794 -1.469  0.00
H -0.118 0.719 -0.564  0.00
C -0.474 1.155 -1.476  -0.11
H -0.458 0.951 2.019  0.09
H 1.333 0.498 2.370  0.09
O 0.291 -0.699 1.122  -0.06
C 0.389 0.258 1.852  -0.12
O -0.403 -2.676 -1.384  0.05
N -0.865 1.588 -2.471  0.06


Least stable of them? #A.


#A
A single C5H12O2 molecule. Source: OMol25; level of theory: the ωB97M-V functional and the def2-TZVPD basis.

- orbital gap (eV) = 10.9
- lowest unoccupied orbital energy (eV) = 0.856
- HOMO level (eV) = -10.06

Last column: Löwdin charge in e.
Cartesian coordinates (Å):
C 0.044 1.279 -2.130  -0.04
H 0.911 -1.882 0.471  0.12
H -0.263 -2.343 2.648  0.07
H 1.317 -0.286 -1.407  0.15
C -0.733 -1.748 1.859  -0.11
H -1.026 -0.721 -0.689  0.16
H -1.387 -2.412 1.280  0.08
C 0.315 -1.095 0.964  -0.21
H -0.473 0.576 -2.797  0.08
H -0.706 1.996 -1.775  0.08
O -1.059 0.937 0.600  -0.05
H 1.105 2.184 -0.073  0.09
C 0.702 0.514 -0.977  -0.40
H 1.027 -0.509 1.559  0.11
H 0.796 1.809 -2.724  0.08
C -0.322 -0.137 -0.054  -0.34
O 1.551 1.330 -0.166  -0.04
H -0.520 1.357 1.300  0.10
H -1.364 -0.985 2.325  0.07


#B
3 unconnected molecules or ions with the total composition C5H12O2. Source: OMol25; level of theory: the ωB97M-V functional and the def2-TZVPD basis.

- orbital gap (eV) = 9.9
- lowest unoccupied orbital energy (eV) = 0.727
- HOMO level (eV) = -9.21

Last column: Löwdin charge in e.
Cartesian coordinates (Å):
C 0.213 -0.469 2.406  -0.20
H 1.348 2.008 2.637  0.07
H 0.782 0.772 -0.097  0.05
H -1.734 0.104 1.480  0.09
H 0.008 -0.228 3.445  0.11
H -0.842 1.486 -0.343  0.06
H -4.236 -2.240 -1.464  0.03
O 0.995 0.371 -5.506  -0.07
C 2.069 1.200 2.767  -0.02
H 0.288 -1.529 2.132  0.10
C -0.655 0.195 1.354  -0.18
C 1.692 -0.010 2.386  -0.21
C -0.233 0.810 0.257  -0.01
H 1.690 0.907 -5.891  0.02
H 1.385 0.013 -4.677  0.05
H 2.349 -0.878 2.460  0.09
H -3.192 -1.459 -2.321  0.01
O -3.448 -1.702 -1.450  -0.04
H 3.102 1.441 2.992  0.05


#C
A single C5H12O2 molecule. Source: OMol25; level of theory: the ωB97M-V functional and the def2-TZVPD basis.

- orbital gap (eV) = 10.2
- lowest unoccupied orbital energy (eV) = 0.742
- HOMO level (eV) = -9.48

Last column: Löwdin charge in e.
Cartesian coordinates (Å):
H -2.445 -1.657 -0.139  0.08
H -1.072 0.196 0.890  0.15
C -1.759 -1.592 -0.993  -0.04
C 1.108 1.680 1.525  -0.10
H -0.070 -1.949 0.282  0.16
H 0.411 1.698 2.371  0.08
C -0.339 -1.248 -0.545  -0.49
C 1.122 0.305 0.870  -0.22
H 0.769 2.444 0.817  0.07
O -0.273 1.114 -1.113  -0.10
H -1.753 -2.556 -1.512  0.08
O 0.544 -1.105 -1.607  -0.11
H 0.460 1.764 -1.198  0.10
C -0.214 0.045 0.211  -0.16
H 1.379 -0.455 1.626  0.13
H -2.131 -0.836 -1.691  0.08
H 0.296 -0.005 -1.763  0.11
H 1.871 0.201 0.078  0.12
H 2.097 1.957 1.890  0.07


#D
A molecular structure, C5H12O2. Source: OMol25; level of theory: the ωB97M-V functional and the def2-TZVPD basis.

- orbital gap (eV) = 9.9
- lowest unoccupied orbital energy (eV) = 0.666
- HOMO level (eV) = -9.28

Last column: Löwdin charge in e.
Cartesian coordinates (Å):
C -0.983 0.361 -1.152  -0.13
H -1.189 -0.128 -2.111  0.12
C 0.142 -0.232 -0.372  -0.13
C 1.601 0.118 -0.433  -0.24
O -2.584 0.832 0.717  -0.12
H 2.165 -1.661 0.661  0.08
C 2.319 -0.576 0.725  -0.11
H 1.733 1.205 -0.427  0.12
H 3.392 -0.380 0.715  0.07
H -1.742 0.617 1.311  0.05
O -0.281 0.257 1.416  -0.17
H -2.091 -1.045 0.094  0.11
C -2.329 -0.045 -0.313  -0.29
H 1.884 -0.247 1.670  0.06
H -0.848 1.443 -1.299  0.12
H 2.020 -0.243 -1.386  0.13
H -3.153 -0.149 -1.035  0.11
H 0.037 -1.331 -0.396  0.14
H -0.092 1.204 1.614  0.08


Least stable of them? #B.


#A
A single C5H12O2 molecule. Source: OMol25; level of theory: the ωB97M-V functional and the def2-TZVPD basis.

- orbital gap (eV) = 10.9
- lowest unoccupied orbital energy (eV) = 0.800
- HOMO level (eV) = -10.06

Last column: Löwdin charge in e.
Cartesian coordinates (Å):
O 0.809 1.311 -0.031  -0.04
H -0.663 0.770 -1.278  0.15
H 1.390 0.847 0.588  0.10
H -2.243 -0.023 0.264  0.12
H -1.978 2.300 1.129  0.07
H 0.854 -0.862 -2.741  0.09
H -1.020 -0.598 1.382  0.10
C -1.289 0.253 0.746  -0.20
H 2.093 -0.152 -1.683  0.09
H 1.938 -1.923 -1.834  0.08
C -0.212 0.393 -0.353  -0.36
H 1.762 -1.970 0.405  0.10
C -1.453 1.481 1.630  -0.10
C 0.418 -0.978 -0.618  -0.40
H -0.391 -1.707 -0.781  0.15
O 1.112 -1.284 0.596  -0.04
H -0.483 1.885 1.948  0.07
C 1.383 -0.978 -1.790  -0.04
H -2.013 1.208 2.528  0.07


#B
3 unconnected molecules or ions with the total composition C5H12O2. Source: OMol25; level of theory: the ωB97M-V functional and the def2-TZVPD basis.

- orbital gap (eV) = 10.3
- lowest unoccupied orbital energy (eV) = 0.618
- HOMO level (eV) = -9.71

Last column: Löwdin charge in e.
Cartesian coordinates (Å):
O 2.494 -1.833 0.770  -0.02
H -1.166 2.622 -0.039  0.07
H -2.004 -0.313 0.421  0.11
H 0.148 0.962 -1.363  0.11
H -2.502 0.661 -0.947  0.11
H -0.028 -0.359 1.882  0.03
H 2.943 -1.770 -1.196  0.09
C 2.612 -1.246 -0.280  -0.14
H -0.693 -1.977 -0.993  0.07
O 0.805 0.127 1.926  -0.07
H 2.394 -0.169 -0.377  0.09
C -1.542 1.810 0.595  -0.11
H -2.512 2.126 0.993  0.07
C -0.465 0.133 -1.003  -0.20
H -0.839 1.688 1.423  0.05
C -0.133 -1.111 -1.342  -0.03
C -1.690 0.523 -0.219  -0.27
H 0.708 -1.316 -2.001  0.05
H 1.472 -0.559 1.751  0.00


Least stable of them? #B.


#A
2 unconnected molecules or ions with the total composition C5H12O2. Source: OMol25; level of theory: the ωB97M-V functional and the def2-TZVPD basis.

- orbital gap (eV) = 10.6
- lowest unoccupied orbital energy (eV) = 0.684
- HOMO level (eV) = -9.89

Last column: Löwdin charge in e.
Cartesian coordinates (Å):
H -1.923 0.753 1.010  0.08
H 0.065 -2.078 0.610  0.12
H 0.205 3.314 -0.313  0.02
C 1.843 -0.904 0.806  -0.29
H 1.146 2.391 0.266  -0.01
H 0.346 0.700 -0.235  0.09
C -0.343 -0.137 -0.207  -0.40
H -1.949 -0.894 -1.426  0.08
H -0.374 -0.941 -2.254  0.07
H 1.704 -0.102 1.563  0.13
C -1.006 -0.368 -1.599  -0.05
H -1.364 0.626 -1.878  0.08
O 1.030 3.326 0.145  -0.03
H -2.004 -0.962 0.876  0.08
C -1.294 -0.148 0.958  -0.09
C 0.655 -1.370 0.030  -0.13
H -0.787 -0.153 1.925  0.08
H 1.075 -1.789 -0.882  0.11
O 2.971 -1.265 0.602  0.06


#B
3 unconnected molecules or ions with the total composition C5H12O2. Source: OMol25; level of theory: the ωB97M-V functional and the def2-TZVPD basis.

- orbital gap (eV) = 9.4
- lowest unoccupied orbital energy (eV) = 0.089
- HOMO level (eV) = -9.29

Last column: Löwdin charge in e.
Cartesian coordinates (Å):
C -1.206 0.407 -0.541  -0.59
C 0.819 0.650 1.063  -0.23
H -1.561 -1.101 -2.077  0.08
C -1.627 -0.013 -1.959  -0.04
H 2.600 0.428 2.286  0.08
H -1.098 1.539 -0.548  0.17
H 0.179 -1.933 1.052  0.04
O -0.079 -1.764 0.126  -0.18
C 0.238 0.219 -0.251  0.00
O -2.018 -0.046 0.451  -0.16
C 2.234 0.114 1.302  -0.10
H 2.259 -0.980 1.258  0.07
H 0.914 0.327 -1.119  0.15
H 2.933 0.489 0.544  0.08
H -0.999 0.463 -2.725  0.08
H -2.669 0.288 -2.120  0.08
H 0.858 1.753 1.077  0.13
H -1.387 -1.271 0.475  0.23
H 0.116 0.364 1.853  0.12


Least stable of them? #B.